Entry 1:
85
Properties=species:S:1:pos:R:3 method="wB97M-V/def2-TZVPD" lumo_ev=-17.1 gap_ev=1.82 homo_ha=-0.696 charge=+4
C 1.46264 2.73295 -1.54288
C 0.92477 1.32693 -1.97893
B 0.96519 0.14834 -0.92119
O 1.66209 -0.97894 -1.34440
C 0.29727 -0.03670 0.53020
C 1.18462 0.29109 1.78492
C 2.51819 1.09512 1.58826
C 3.87671 0.36543 1.46377
C 4.30266 -0.02399 0.02850
C 5.83541 0.29306 -0.16115
O 6.21859 0.37666 -1.51199
C 5.47740 -0.44436 -2.37043
C 5.72923 -1.94241 -2.36321
O 4.71931 0.10638 -3.05581
C 1.44866 -0.97573 2.67480
C 2.03784 -2.20427 1.96241
C 1.21651 -3.50291 2.29451
N 0.91612 -4.41388 1.24776
O 0.86131 -3.75261 3.37709
O 0.46779 1.11597 2.78318
S -0.24589 2.41364 2.22961
O -0.95027 2.97123 3.35693
O 0.59996 3.45313 1.72006
C -1.51944 1.85789 1.08086
C -1.75836 2.88681 -0.05881
C -3.26606 3.20649 -0.29232
C -3.39897 3.97901 -1.65356
Br -3.78205 4.49208 1.11910
C -1.25510 0.36230 0.66736
C -2.06971 0.04139 -0.63223
C -2.06810 -1.44619 -1.11197
C -3.34004 -1.87675 -1.91338
O -3.99525 -0.81116 -2.59838
C -5.37893 -0.99719 -2.80541
C -1.86270 -0.56805 1.80694
C -3.41060 -0.57136 1.92459
C -4.07380 -1.91959 1.48225
F -3.74981 -0.45446 3.26136
H 1.49419 3.34965 -2.45622
H 0.83233 3.28538 -0.83799
H 2.51490 2.67910 -1.22751
H 1.54428 1.06624 -2.85971
H -0.06521 1.50892 -2.43894
H 2.38132 -0.70110 -1.93693
H 0.15876 -1.13613 0.59836
H 2.47722 1.86668 0.79130
H 2.65512 1.70331 2.49823
H 4.04832 -0.44113 2.19429
H 4.62852 1.12611 1.76759
H 3.79728 0.69925 -0.64263
H 4.05196 -1.06586 -0.19664
H 6.09062 1.26441 0.28909
H 6.45977 -0.45111 0.39354
H 6.36848 -2.16561 -3.22885
H 6.31157 -2.17289 -1.45895
H 4.76067 -2.44973 -2.38758
H 0.48347 -1.19028 3.15288
H 2.12536 -0.67209 3.48700
H 1.99567 -2.10594 0.86570
H 3.05795 -2.41818 2.30757
H 1.32257 -4.07983 0.37183
H 1.35917 -5.32010 1.41612
H -2.45662 1.85906 1.66615
H -1.32715 3.84795 0.27013
H -1.27239 2.65406 -1.01024
H -3.90198 2.31780 -0.23833
H -4.35579 3.77310 -2.14507
H -2.52690 3.79004 -2.28995
H -3.40273 5.05322 -1.41847
H -3.12613 0.34677 -0.53889
H -1.74801 0.62092 -1.50749
H -1.23569 -1.55607 -1.82585
H -1.90645 -2.20539 -0.33684
H -4.01409 -2.49175 -1.21857
H -2.98674 -2.58660 -2.68192
H -5.64061 -1.21590 -3.85487
H -5.94256 -0.08373 -2.54215
H -5.84634 -1.83744 -2.20043
H -1.55982 -1.62022 1.68556
H -1.50834 -0.28372 2.80856
H -3.89636 0.29520 1.44932
H -3.33778 -2.69631 1.23884
H -4.76631 -1.63691 0.62670
H -4.71499 -2.32721 2.28041
Zr -5.97765 -2.79136 -0.74653

Entry 2:
14
Properties=species:S:1:pos:R:3 method="wB97M-V/def2-TZVPD" lumo_ev="-7.3 / -7.3" smiles="C=C(F)[N+](=O)CC" relative_energy_ev=0.000 gap_ev="8.72 / 8.73" homo_ha="-0.590 / -0.590" charge=+1
C 0.48612 -2.17290 -1.20864
C 0.24474 -1.30116 -0.24597
F 0.70015 -1.32131 0.98402
N -0.69021 -0.08128 -0.45219
O -1.20123 0.05401 -1.51491
C -0.83725 0.83780 0.61297
C 0.47255 1.65154 0.74712
H 1.13734 -3.01694 -1.02491
H 0.05050 -2.06517 -2.18895
H -1.67181 1.50315 0.37181
H -1.01049 0.30871 1.55587
H 0.25866 2.49920 1.39641
H 1.27239 1.06392 1.19085
H 0.78853 2.04042 -0.22347

Entry 3:
13
Properties=species:S:1:pos:R:3 method="wB97M-V/def2-TZVPD" lumo_ev=0.6 smiles=CS[SiH2]SC relative_energy_ev=1.754 gap_ev=9.28 homo_ha=-0.320
C -3.12838 0.03040 0.07884
S -1.80578 -1.29335 0.35497
Si -0.07625 -0.05221 0.02808
S 1.81796 -1.23853 0.06747
C 3.13792 0.04075 -0.12174
H -3.85326 -0.58056 -0.57266
H -2.70610 1.02859 -0.36633
H -3.63146 0.34739 1.03271
H 0.24364 0.64458 1.22656
H -0.16238 0.34240 -1.40924
H 3.16678 0.48211 -1.05855
H 4.07328 -0.58034 0.02470
H 2.92403 0.82876 0.71520

Entry 4:
14
Properties=species:S:1:pos:R:3 method="wB97M-V/def2-TZVPD" lumo_ev=0.6 relative_energy_ev=3.525 gap_ev=9.17 homo_ha=-0.316
C -0.32224 0.05194 -1.05833
C -1.59127 -0.41227 -0.40164
C 0.93608 -0.77495 -1.41953
C 1.05568 0.02533 -0.37210
C 1.88872 0.88520 0.56843
O -3.24821 -1.13394 1.79767
P -1.97623 -0.61498 1.21187
H -0.65113 0.72622 -1.72902
H -2.40954 -0.60023 -1.07807
H 1.32646 -1.42600 -2.20310
H 2.17691 1.80762 0.05035
H 2.68342 0.62365 1.26397
H 1.06024 1.27948 1.19233
H -0.92889 -0.43705 2.17716

Entry 5:
64
Properties=species:S:1:pos:R:3 method="wB97M-V/def2-TZVPD" lumo_ev=0.6 relative_energy_ev=2.957 gap_ev=7.66 homo_ha=-0.258
C 1.60495 -5.09807 -3.25362
N 2.35442 -4.29007 -2.32078
C 3.55753 -4.85148 -1.75948
C 1.74907 -3.21274 -1.72199
C 0.56249 -2.66997 -2.23871
C -0.05298 -1.59442 -1.64400
C 0.48117 -0.98555 -0.50538
C -0.11081 0.16063 0.14305
C -1.40076 0.55388 0.16526
N -2.48815 -0.15620 -0.35067
C -2.72178 -1.49390 -0.19896
O -1.92371 -2.27026 0.28810
C -4.05460 -1.93160 -0.70679
C -4.60716 -3.08723 -0.16183
C -5.83658 -3.54730 -0.59338
C -6.52075 -2.86382 -1.58539
C -5.96766 -1.72469 -2.14722
C -4.74119 -1.25594 -1.71163
C -1.87009 1.87483 0.68530
O -3.01133 2.25283 0.43330
N -1.01178 2.59603 1.42263
C -1.28749 3.94136 1.86184
C -0.13405 4.87296 1.48996
C 1.16182 4.52478 2.23211
N 1.68622 3.22356 1.82633
C 2.43430 2.51392 2.85553
C 3.84660 3.07709 3.04872
O 4.56839 3.04793 1.83592
C 3.90115 3.78117 0.83075
C 2.47866 3.25355 0.60170
C 1.69134 -1.49291 -0.02358
C 2.30475 -2.58034 -0.59958
H 1.46002 -4.56720 -4.19928
H 0.62332 -5.36837 -2.85165
H 2.15183 -6.01449 -3.46293
H 4.31861 -4.07685 -1.65048
H 3.38534 -5.31531 -0.78008
H 3.95003 -5.60873 -2.43532
H 0.11152 -3.09274 -3.12163
H -0.94928 -1.19494 -2.09291
H 0.60219 0.77369 0.67863
H -3.29445 0.46161 -0.44437
H -4.05209 -3.60890 0.60345
H -6.26228 -4.43998 -0.15903
H -7.48166 -3.22130 -1.92567
H -6.49510 -1.19903 -2.92993
H -4.31405 -0.37696 -2.17223
H -0.05023 2.31131 1.56541
H -1.43457 3.95189 2.94921
H -2.21792 4.26053 1.38458
H -0.41093 5.89691 1.74540
H 0.02778 4.82573 0.41230
H 1.88747 5.33535 2.07267
H 0.94539 4.48142 3.30261
H 1.88086 2.54552 3.79559
H 2.51926 1.47011 2.53483
H 4.41390 2.46807 3.75409
H 3.79214 4.10984 3.42879
H 4.49975 3.66923 -0.07432
H 3.87329 4.84724 1.10738
H 1.97084 3.86490 -0.14456
H 2.54338 2.22767 0.22510
H 2.14469 -1.03867 0.84741
H 3.21896 -2.94558 -0.16054

Entry 6:
27
Properties=species:S:1:pos:R:3 method="wB97M-V/def2-TZVPD" lumo_ev=-3.1 relative_energy_ev=0.512 gap_ev=10.41 homo_ha=-0.496 charge=+1
N -3.22485 1.19851 0.88278
C -1.71225 1.18198 0.88746
C -1.25702 2.25926 -0.07000
C -1.43022 -0.24498 0.29083
N -0.14931 -0.69627 0.30644
C 0.89078 -0.28017 1.27829
C 2.06424 0.34326 0.58538
O -2.32478 -0.75412 -0.35260
H -3.53223 0.70994 0.01585
H -3.62210 0.61640 1.62174
H -3.51058 2.16834 0.99908
H -1.39355 1.23694 1.92140
H -1.93772 2.57816 -0.87654
H -0.34704 1.97451 -0.58487
H -1.12952 3.26198 0.41922
H -0.00315 -1.62453 -0.08386
H 0.38094 0.46106 1.93920
H 1.16613 -1.10093 1.91220
H 2.94620 0.33502 1.21573
H 1.93611 1.35590 0.20312
H 2.26490 -0.22018 -0.35482
H 2.04514 -2.76569 -3.45349
H 2.92167 -1.47078 -3.55927
O 2.19267 -1.88615 -3.09813
H 2.21241 -2.50676 -1.40939
H 2.63668 -3.30736 -0.10075
O 1.91643 -2.82334 -0.53500

Number 1: E_tot -130036.792 eV, largest force on an atom 3.6 eV/Å. Number 2: E_tot -10505.730 eV, largest force on an atom 3.4 eV/Å. Number 3: E_tot -31751.592 eV, largest force on an atom 3.6 eV/Å. Number 4: E_tot -16630.428 eV, largest force on an atom 4.3 eV/Å. Number 5: E_tot -38547.465 eV, largest force on an atom 0.8 eV/Å. Number 6: E_tot -14577.718 eV, largest force on an atom 2.2 eV/Å.